1.
Density functional theory data (ωB97M-V with the def2-TZVPD basis set) for a molecular structure, C6H18Li4NO3.

Values from the calculation:
spin multiplicity: 1
LUMO: -5.49 eV
net charge: +1
ΔE to the lowest compared entry with this formula, charge and spin: 951.03 kJ/mol
frontier orbital gap: 0.1903 Ha
HOMO energy: -10.67 eV

```
32
Properties=species:S:1:pos:R:3:forces:R:3
Li -0.9126 2.9462 4.7365 0.211 -1.091 -0.711
Li -0.3141 1.9883 0.8356 -0.036 0.008 0.225
Li 0.4767 5.5751 2.3349 0.615 -0.748 -1.117
Li -3.2785 4.7424 1.7049 0.358 -0.881 -0.907
O 1.7259 2.8028 2.9599 -1.326 0.530 -0.237
H 2.6431 2.4667 2.9420 -0.777 0.455 0.102
O -0.9505 4.9133 -0.2394 -0.364 -0.161 1.450
H -1.1111 5.3450 -1.1010 0.080 -0.203 0.843
O -2.8291 1.7518 2.5656 0.847 1.017 0.119
H -3.3592 0.9404 2.6886 0.430 0.765 0.022
C 0.2282 -3.1764 0.4964 -0.358 -0.873 0.022
C -0.3247 -1.7422 0.3703 -0.332 -1.872 1.853
N 0.2238 -1.0449 -0.7076 1.449 1.533 -2.054
C -0.2080 -1.4724 -2.0607 -1.728 1.400 0.620
C -1.7487 -1.3279 -2.1747 -0.072 -0.903 -0.330
C 1.6931 -1.1476 -0.6331 -0.185 -0.362 -0.066
C 2.4684 0.0048 -1.2031 0.199 -0.238 -0.319
H 0.2126 -3.7128 -0.4524 0.088 0.199 -0.273
H -0.3476 -3.8509 1.1301 -0.213 0.378 0.347
H 1.2537 -3.2166 0.8636 -0.087 0.085 -0.009
H -1.4145 -1.7664 0.3757 0.022 0.182 -0.186
H 0.0056 -1.2040 1.2588 -0.293 0.026 0.366
H 0.1607 -2.4727 -2.2874 -0.124 -0.088 -0.255
H 0.1281 -0.7397 -2.7944 0.777 -0.234 0.132
H -2.2661 -2.1850 -1.7436 -0.075 0.105 0.280
H -2.0997 -1.3102 -3.2065 0.379 -0.103 -0.225
H -2.1535 -0.4066 -1.7557 0.367 0.000 0.356
H 2.0204 -1.4289 0.3679 -0.177 0.748 0.300
H 2.0051 -2.0447 -1.1679 0.074 -0.194 -0.428
H 2.2997 0.9790 -0.7442 -0.021 -0.085 0.223
H 3.5092 -0.2985 -1.0889 0.208 0.475 -0.111
H 2.2637 0.0925 -2.2701 0.060 0.128 -0.030
```
Positions in Å, forces in eV/Å.


2.
Density functional theory data (ωB97M-V with the def2-TZVPD basis set) for 2 unconnected molecules or ions with the total composition C6H18N2.

Values from the calculation:
SMILES string: CCCN.CCCN
spin multiplicity: 1
LUMO: 1.11 eV
ΔE to the lowest compared entry with this formula, charge and spin: 35.77 kJ/mol
frontier orbital gap: 0.3796 Ha
HOMO energy: -9.21 eV

```
26
Properties=species:S:1:pos:R:3:forces:R:3
C 0.5292 -2.1686 1.1983 -0.469 -0.866 -0.192
C 1.1196 -1.8659 2.5593 -0.169 0.746 -0.515
C 2.1127 -2.9489 3.0008 -1.598 0.003 -2.266
N 2.6038 -2.6414 4.2648 1.842 -0.401 2.526
H -0.1220 -1.3880 0.7703 0.319 -0.226 0.345
H -0.0867 -3.0551 1.4252 -0.043 0.119 -0.834
H 1.2847 -2.4485 0.4451 -0.223 0.141 0.268
H 1.6089 -0.8733 2.5307 0.012 -0.521 0.358
H 0.2463 -1.7913 3.2355 0.643 -0.011 0.147
H 1.6331 -3.9464 3.0202 -0.076 0.224 -0.601
H 2.9332 -2.9844 2.2584 -0.327 0.011 0.307
H 1.9908 -3.0470 4.9805 0.395 0.369 -0.222
H 3.4899 -3.1551 4.3248 -0.309 0.419 0.674
C -0.8055 1.4092 -1.4261 -1.248 -0.532 0.018
C -1.8549 1.8198 -2.5294 1.763 0.559 1.341
C -1.4659 3.2804 -2.8944 -1.009 -0.537 -1.593
N -2.3865 3.6955 -3.9997 0.505 0.584 -0.012
H -1.0931 0.4020 -1.0803 0.394 0.323 0.155
H -0.9220 2.1157 -0.5871 0.191 -0.364 -0.173
H 0.2563 1.3889 -1.7241 -0.560 0.110 -0.211
H -1.8018 1.0991 -3.3680 0.009 0.702 0.128
H -2.8744 1.7638 -2.1016 0.526 0.174 -0.269
H -1.5490 3.9966 -2.0544 -0.139 -0.626 -0.281
H -0.4203 3.3066 -3.2569 -0.236 -0.080 0.414
H -2.4095 4.7151 -4.1113 0.100 -0.525 0.060
H -2.0167 3.3212 -4.8805 -0.293 0.204 0.429
```
Positions in Å, forces in eV/Å.


3.
Density functional theory data (ωB97M-V with the def2-TZVPD basis set) for 2 unconnected molecules or ions with the total composition C6H18N2Si.

Values from the calculation:
spin multiplicity: 1
LUMO (alpha / beta): 0.81 / 0.81 eV
ΔE to the lowest compared entry with this formula, charge and spin: 464.06 kJ/mol
frontier orbital gap (alpha / beta): 0.3239 / 0.3239 Ha
HOMO energy (alpha / beta): -8.01 / -8.01 eV

```
27
Properties=species:S:1:pos:R:3:forces:R:3
C -2.2477 1.9987 1.5885 0.582 -2.810 -1.627
C 0.2543 -1.2399 2.0072 -0.493 0.775 -0.329
C -1.3531 0.2558 -0.8875 1.923 -0.185 -3.091
C -0.7399 2.1987 1.1525 -0.470 0.379 0.994
C 1.0387 -0.2336 1.1120 0.447 -1.923 -0.384
C 0.8459 -1.9405 -2.3920 -1.417 0.669 -1.156
N 3.1884 -1.4524 -2.2087 0.199 -0.131 1.769
N 1.9481 -1.3152 -2.5745 1.325 0.987 -2.818
Si 0.1211 0.9538 0.0355 -1.819 0.016 0.360
H -2.5307 2.5476 2.4463 -0.227 0.919 0.649
H -2.8173 2.2189 0.6989 -0.606 0.699 0.029
H -2.6291 0.9167 1.7765 1.279 1.418 -0.085
H 0.9834 -1.8737 2.6377 -1.544 1.047 -0.793
H -0.5663 -0.6673 2.5634 1.296 -1.129 -0.148
H -0.2749 -1.8455 1.2397 0.170 -0.219 0.946
H -2.3179 0.6470 -0.7379 -1.114 0.427 0.787
H -1.0911 0.6765 -1.9539 -0.571 -1.079 1.507
H -1.3923 -0.8347 -0.9784 -0.057 0.197 -0.056
H -0.1374 2.1688 2.0483 0.333 0.162 0.572
H -0.6386 3.2296 0.7988 -0.063 -0.067 -0.086
H 1.6200 -0.9078 0.4485 -0.001 0.497 -0.021
H 1.7927 0.2789 1.6641 0.583 0.658 0.583
H 0.0022 -1.9232 -3.0678 0.280 0.853 -0.082
H 0.7759 -2.6008 -1.6365 0.075 -2.316 2.505
H 3.2463 -2.1406 -1.4141 -0.360 0.570 -0.985
H 0.9996 1.5079 -1.0091 0.306 0.228 0.154
H 1.9196 -0.6236 -3.3574 -0.057 -0.642 0.806
```
Positions in Å, forces in eV/Å.


4.
Density functional theory data (ωB97M-V with the def2-TZVPD basis set) for 2 unconnected molecules or ions with the total composition C6H18N2Si.

Values from the calculation:
spin multiplicity: 3
LUMO (alpha / beta): 0.46 / -2.34 eV
ΔE to the lowest compared entry with this formula, charge and spin: 33.93 kJ/mol
frontier orbital gap (alpha / beta): 0.1621 / 0.2424 Ha
HOMO energy (alpha / beta): -3.95 / -8.93 eV

```
27
Properties=species:S:1:pos:R:3:forces:R:3
C 1.5432 -3.0843 0.0916 0.005 -2.165 1.099
C -2.9633 1.3695 0.9748 0.048 -0.619 -1.895
C -3.6309 -0.3922 -0.7797 0.302 2.631 -1.069
C 4.5333 2.7738 -0.5063 1.042 3.315 1.476
C 0.9868 -1.9431 0.8846 -1.747 0.867 -2.248
C -2.4305 0.4765 -0.2577 1.790 -0.786 1.180
N 1.3555 0.4450 -0.9628 2.533 2.850 -2.955
N -1.3842 -0.4672 0.2968 -1.049 0.944 -1.166
Si 0.3480 -0.4570 -0.0655 -3.281 -2.864 4.173
H 1.4923 -3.8783 0.8830 0.325 -0.251 -1.145
H 0.9954 -3.4302 -0.8157 0.251 0.508 0.762
H 2.6020 -2.9778 -0.1274 0.018 0.226 -0.281
H -3.6402 2.0996 0.4936 0.101 -0.107 0.669
H -3.5638 0.6089 1.5193 0.339 0.873 0.191
H -2.2054 1.8919 1.6143 -0.552 -0.763 -0.776
H -3.3707 -0.9729 -1.6496 0.220 -0.095 -0.353
H -4.4950 0.2743 -1.0355 0.684 -0.473 0.025
H -4.0007 -1.0584 -0.0529 -0.153 -0.791 1.244
H 5.1873 3.0176 -1.3192 0.378 -1.108 -0.801
H 3.6377 2.2703 -0.6670 -1.402 -0.765 -0.844
H 5.0188 2.3339 0.3527 0.458 -0.184 -0.051
H 1.6489 -1.6017 1.5816 2.354 0.807 1.696
H 0.1708 -2.2288 1.5371 -0.581 -0.295 -0.237
H -1.7888 1.0096 -1.0729 -1.891 -0.376 1.198
H 4.3501 3.8612 -0.2270 -0.477 -1.273 0.229
H 1.3950 1.2068 -1.6399 -0.380 -0.518 0.323
H -1.7917 -1.1471 0.9495 0.666 0.409 -0.447
```
Positions in Å, forces in eV/Å.


5.
Density functional theory data (ωB97M-V with the def2-TZVPD basis set) for 2 unconnected molecules or ions with the total composition C6H18N3O.

Values from the calculation:
spin multiplicity: 1
LUMO: -2.60 eV
net charge: +1
ΔE to the lowest compared entry with this formula, charge and spin: 173.26 kJ/mol
frontier orbital gap: 0.3160 Ha
HOMO energy: -11.20 eV

```
28
Properties=species:S:1:pos:R:3:forces:R:3
C -1.0205 -0.1486 2.0740 0.053 0.006 0.467
C 2.3283 -1.7710 0.7326 0.129 -0.175 0.237
C 1.8642 0.5719 1.1665 -0.015 -0.006 0.139
C -2.5051 0.7824 -2.1318 -0.133 -0.005 -0.198
C 0.2099 -0.8285 -0.0407 -0.233 1.993 -2.036
C -0.1053 0.6988 -1.5934 0.227 -2.099 2.167
N -1.0840 -0.5897 0.6706 -0.318 -0.234 -0.221
N 1.3570 -0.7019 0.6986 0.093 0.040 -0.088
N -1.4112 1.1019 -1.2145 0.287 0.682 -0.151
O 0.8109 1.7014 -1.4522 -0.358 0.091 -0.022
H -2.0201 -0.1654 2.5026 -0.024 -0.002 -0.099
H -0.3742 -0.8090 2.6498 0.000 0.021 -0.098
H -0.6317 0.8624 2.1334 0.007 0.020 -0.056
H 2.4767 -2.1045 1.7636 0.114 -0.106 -0.042
H 1.9944 -2.6179 0.1390 -0.029 -0.051 0.004
H 3.2949 -1.4344 0.3467 -0.027 -0.022 -0.039
H 1.1872 1.3811 0.9161 -0.016 0.035 0.010
H 2.0140 0.5447 2.2486 0.014 0.067 0.036
H 2.8314 0.7832 0.7077 0.084 0.102 -0.044
H -2.4959 -0.2861 -2.3398 -0.047 -0.048 -0.003
H -3.4480 1.0395 -1.6551 -0.037 -0.048 -0.009
H -2.4314 1.3218 -3.0760 0.049 -0.006 -0.019
H 0.1613 -1.7497 -0.6076 -0.068 -0.078 0.137
H -0.0509 0.0975 -2.4951 -0.018 0.138 -0.118
H -1.6675 -1.4239 0.6150 0.033 0.109 -0.057
H -1.5326 0.2052 0.0263 0.096 -0.266 0.243
H -1.4120 2.0877 -0.9599 0.048 -0.072 -0.058
H 1.6601 1.4511 -1.8251 0.089 -0.086 -0.082
```
Positions in Å, forces in eV/Å.


6.
Density functional theory data (ωB97M-V with the def2-TZVPD basis set) for a molecular structure, C6H18N3O.

Values from the calculation:
spin multiplicity: 3
LUMO (alpha / beta): -2.63 / -5.19 eV
net charge: +1
ΔE to the lowest compared entry with this formula, charge and spin: 270.63 kJ/mol
frontier orbital gap (alpha / beta): 0.1999 / 0.3266 Ha
HOMO energy (alpha / beta): -8.07 / -14.08 eV

```
28
Properties=species:S:1:pos:R:3:forces:R:3
C -3.5472 -1.4595 -0.4091 0.683 2.503 -2.538
C -0.6936 2.3879 0.3449 0.027 0.966 2.782
C 3.1769 -0.6895 -0.2865 1.416 -1.908 -0.121
C 0.7083 -0.0917 1.2268 1.895 -4.550 2.879
C -2.2952 -0.9569 0.3003 0.998 -0.286 -0.681
C -0.7189 0.9310 0.1795 -5.210 1.685 -4.463
N 2.4044 0.5697 -0.2573 -0.954 -3.285 0.955
N 1.7759 0.7097 0.9898 0.371 1.068 1.926
N -0.1352 0.4052 -1.1781 -0.243 2.924 1.636
O -2.0647 0.5159 0.1677 0.937 -1.615 0.467
H -3.6013 -1.0200 -1.5069 0.307 -0.583 2.155
H -3.5185 -2.4975 -0.5892 0.197 -1.334 0.277
H -4.4470 -1.1851 0.0374 -1.508 0.387 0.929
H -0.7123 2.9846 -0.5486 0.303 0.229 -0.685
H -1.6698 2.6227 0.8700 1.190 -0.101 -0.447
H 0.1586 2.7056 1.0467 -1.253 -0.192 -1.187
H 3.9041 -0.7760 0.5630 -0.782 0.289 -0.394
H 2.5251 -1.6015 -0.2367 0.338 1.077 0.018
H 3.8424 -0.8628 -1.1791 -1.030 0.823 0.477
H 0.3356 -0.1901 2.2516 0.330 0.367 -0.467
H 0.4837 -0.9562 0.5777 0.362 0.646 0.398
H -1.5537 -1.5167 -0.3503 0.074 0.575 1.294
H -2.1764 -1.2094 1.3946 -0.245 0.070 -1.325
H 2.9825 1.3052 -0.4459 1.750 2.590 -0.277
H 2.2764 0.9089 1.9307 -0.068 -0.022 -2.398
H 0.8896 0.5444 -1.0962 0.766 -1.094 0.061
H -0.5296 -0.5015 -1.2577 0.119 -1.053 -0.784
H -0.3915 1.0664 -1.8997 -0.771 -0.177 -0.487
```
Positions in Å, forces in eV/Å.